Entry 1:
{
  "formula": "C3H9NO2",
  "method": "ωB97M-V/def2-TZVPD",
  "max_force_ev_per_a": 6.0,
  "s_squared": 0.753,
  "charge": -1,
  "e_homo_ev": [0.80, -3.14],
  "spin_multiplicity": 2,
  "e_lumo_ev": [4.100, 4.049],
  "species": ["H", "H", "O", "H", "H", "H", "H", "C", "N", "C", "O", "C", "H", "H", "H"],
  "positions_angstrom": [[-0.2170, 0.9907, 2.1642], [0.4643, -0.9583, -1.9908], [0.2722, 1.7425, 1.7986], [-2.5159, -0.4802, -0.7287], [-2.1085, -0.9138, -2.4705], [1.7522, 2.0660, 0.4528], [0.3185, 1.5125, -0.2262], [-0.5026, -1.0539, -1.2012], [1.4926, -0.0273, 0.5754], [0.9959, 1.2941, 0.6472], [-0.4732, -1.8979, -0.3190], [-1.8069, -0.3554, -1.5764], [2.4060, -0.2430, 1.0189], [-1.7337, 0.7150, -1.8704], [0.6756, -0.5626, 0.5690]]
}



Entry 2:
{
  "formula": "C3H9NO2",
  "method": "ωB97M-V/def2-TZVPD",
  "max_force_ev_per_a": 2.3,
  "e_homo_ev": -8.47,
  "smiles": "C=CO.NCO",
  "e_lumo_ev": 0.732,
  "species": ["H", "O", "H", "H", "H", "H", "H", "H", "N", "H", "H", "C", "C", "C", "O"],
  "positions_angstrom": [[-1.4309, 2.2181, -2.9315], [1.3890, -0.2831, 1.5336], [1.0135, -2.2430, 2.0993], [1.4195, 0.1992, 2.3621], [0.4805, 0.5714, 0.0570], [-2.3196, 2.0980, -1.2451], [0.5354, 1.3108, -1.9960], [-0.3503, -2.5497, 0.1090], [0.1310, -1.6637, 0.1664], [0.9678, -1.7667, -0.4092], [-0.3849, -1.1401, 2.0482], [-1.5193, 1.8319, -1.9209], [-0.3290, 1.5157, -1.3664], [0.5399, -1.4235, 1.5405], [-0.1426, 1.3246, -0.0468]]
}



Entry 3:
{
  "formula": "C3H9NO2",
  "method": "ωB97M-V/def2-TZVPD",
  "max_force_ev_per_a": 5.1,
  "e_homo_ev": -9.28,
  "smiles": "CC(=O)O.CN",
  "e_lumo_ev": 0.506,
  "species": ["C", "H", "O", "H", "H", "C", "C", "H", "H", "N", "H", "O", "H", "H", "H"],
  "positions_angstrom": [[0.1799, -1.8820, -0.9977], [2.3621, 1.5165, -0.1569], [-0.6428, -0.1025, 0.3906], [0.6678, 2.7155, 1.8612], [0.3388, 1.1654, 1.5269], [2.1280, 1.9210, 0.8214], [-0.9619, -1.0103, -0.6273], [0.8566, -1.8296, -0.1327], [2.5567, 1.1551, 1.5170], [0.6778, 2.0179, 1.0989], [0.6158, -1.6494, -2.0612], [-2.0280, -1.3365, -1.0817], [-0.0064, -2.8940, -1.2188], [-1.5702, 0.4559, 0.7760], [2.4875, 2.9763, 0.7293]]
}



Entry 4:
{
  "formula": "C3H9NO2",
  "method": "ωB97M-V/def2-TZVPD",
  "max_force_ev_per_a": 4.2,
  "e_homo_ev": -10.71,
  "smiles": "O=NO.CCC",
  "e_lumo_ev": 0.096,
  "species": ["N", "C", "H", "H", "H", "H", "O", "C", "H", "H", "C", "H", "H", "H", "O"],
  "positions_angstrom": [[2.4730, 1.7995, -0.4866], [-1.2993, -0.5300, 0.3825], [-0.1815, 1.1943, 0.3107], [-0.7208, -2.4897, 1.1374], [-2.2892, -2.4615, 0.3107], [-1.7813, -0.2281, 1.3206], [1.9813, 1.9531, 0.6202], [0.0303, 0.1414, 0.2629], [-0.7919, -2.3531, -0.6399], [0.7240, -0.1493, 1.0506], [-1.2623, -2.0468, 0.2925], [0.4522, -0.0843, -0.7206], [-1.9470, -0.1251, -0.4109], [2.5308, 2.5701, -2.1339], [2.0816, 2.8095, -1.2963]]
}



Entry 5:
{
  "formula": "C3H9NO2",
  "method": "ωB97M-V/def2-TZVPD",
  "max_force_ev_per_a": 2.6,
  "e_homo_ev": -9.44,
  "smiles": "CC(N)=O.CO",
  "e_lumo_ev": 0.765,
  "species": ["H", "C", "C", "H", "N", "H", "H", "H", "H", "H", "O", "O", "H", "H", "C"],
  "positions_angstrom": [[0.2811, 2.0812, -2.1728], [-1.3732, -0.6243, -0.8547], [-0.9759, 0.8280, -0.9620], [2.0789, 0.2502, 2.4726], [-0.1283, 1.1835, -2.0075], [-2.3585, -0.6709, -0.3643], [-0.7443, -1.1217, -0.1161], [1.0357, -1.1983, 2.7813], [-1.6460, -1.0848, -1.8368], [0.4469, 0.3442, 2.3125], [-1.2972, 1.6558, -0.1399], [1.2610, -0.6486, 0.7159], [2.1449, -1.0194, 0.6623], [0.0134, 0.3902, -2.6097], [1.2615, -0.3653, 2.1192]]
}



Entry 6:
{
  "formula": "C3H9NO2",
  "method": "ωB97M-V/def2-TZVPD",
  "max_force_ev_per_a": 3.2,
  "e_homo_ev": -9.61,
  "smiles": "CCONCO",
  "e_lumo_ev": 1.037,
  "species": ["H", "H", "H", "H", "H", "O", "H", "H", "O", "C", "N", "C", "H", "C", "H"],
  "positions_angstrom": [[0.9476, -1.3276, -0.2729], [-2.3093, -0.0920, 1.5824], [-0.1112, -0.8142, 2.0136], [0.4554, 0.6037, -2.6114], [-0.2197, -1.5814, -1.5701], [-0.8798, -0.1449, -0.3486], [1.8380, -0.4935, -2.4568], [0.1154, 0.8534, 2.6325], [-1.8036, 0.3518, 2.2752], [-0.4488, 0.2281, 1.9332], [-0.1491, 0.6712, 0.5929], [1.1090, 0.0980, -1.9049], [1.6409, 0.8424, -1.3163], [0.3066, -0.8150, -0.9979], [-0.4914, 1.6199, 0.4492]]
}



Entry 7:
{
  "formula": "C3H9NO2",
  "method": "ωB97M-V/def2-TZVPD",
  "max_force_ev_per_a": 5.6,
  "e_homo_ev": -9.11,
  "smiles": "CC(=O)O.CN",
  "e_lumo_ev": 0.644,
  "species": ["C", "H", "H", "H", "C", "H", "H", "C", "H", "H", "O", "N", "H", "H", "O"],
  "positions_angstrom": [[1.3436, -1.3726, 1.1439], [-0.9426, 0.8817, -2.9762], [0.5348, 1.1856, -2.3541], [-0.0077, -0.6152, -2.4754], [-0.2791, 0.4996, -2.2806], [1.8805, -1.0186, 3.1047], [1.1142, -2.3046, 1.6328], [-0.9798, 0.5279, -0.9318], [2.8925, -0.2021, 2.2381], [-1.7513, 1.4025, 0.7745], [-0.9792, 1.6129, -0.0975], [1.8512, -0.5287, 2.2772], [1.9233, -1.6222, 0.3712], [0.4641, -0.9862, 0.7486], [-1.4675, -0.4816, -0.4767]]
}



Entry 8:
{
  "formula": "C3H9NO2",
  "method": "ωB97M-V/def2-TZVPD",
  "max_force_ev_per_a": 7.0,
  "e_homo_ev": -8.35,
  "smiles": "CC(=O)O.CN",
  "e_lumo_ev": 0.149,
  "species": ["N", "H", "H", "O", "H", "H", "C", "O", "H", "H", "C", "C", "H", "H", "H"],
  "positions_angstrom": [[1.2224, -0.5791, -0.2817], [1.4798, -0.4047, -1.2504], [-2.9509, 0.8973, 0.6863], [-1.2479, -0.5615, -0.8071], [1.9501, -1.5549, 1.4103], [3.2138, -1.2326, 0.2039], [-1.1141, 0.5985, -0.3815], [-1.1028, 1.6242, -1.3114], [-1.6035, 0.3792, 1.6842], [0.6397, 0.4600, 0.0675], [2.1529, -1.4889, 0.3430], [-1.8832, 1.0299, 0.8593], [1.9989, -2.4798, -0.0930], [-1.6940, 2.0792, 1.0663], [-1.0612, 1.2333, -2.1957]]
}



Entry 9:
{
  "formula": "C3H9NO2",
  "method": "ωB97M-V/def2-TZVPD",
  "max_force_ev_per_a": 3.1,
  "e_homo_ev": -9.59,
  "smiles": "CC(N)=O.CO",
  "e_lumo_ev": 0.720,
  "species": ["O", "N", "H", "H", "H", "H", "C", "H", "H", "H", "H", "C", "O", "H", "C"],
  "positions_angstrom": [[-0.9692, 0.2901, 2.4207], [-0.1393, -0.9462, 0.7542], [1.5575, -0.0767, 3.2052], [-1.4572, -0.2603, -1.3734], [1.4000, 1.4257, 2.3813], [0.4754, 0.7801, -3.0843], [-1.2058, 0.0831, -2.3626], [-1.7708, 0.8470, -2.8863], [-1.0522, -1.3521, 0.6207], [-1.0661, -0.7218, -3.0895], [0.4862, -1.0117, -0.0203], [0.0231, -0.0676, 1.7878], [0.1434, 0.6900, -2.1971], [2.2048, -0.0313, 1.6278], [1.3702, 0.3517, 2.2159]]
}



Entry 10:
{
  "formula": "C3H9NO2",
  "method": "ωB97M-V/def2-TZVPD",
  "max_force_ev_per_a": 1.6,
  "e_homo_ev": -9.51,
  "smiles": "CC(N)=O.CO",
  "e_lumo_ev": 0.591,
  "species": ["H", "C", "C", "H", "H", "N", "H", "O", "H", "C", "H", "H", "H", "H", "O"],
  "positions_angstrom": [[-2.9689, 1.8690, 0.2622], [-2.5042, 0.9541, 0.6208], [1.9123, -0.9052, -0.4946], [-2.0522, -0.5146, -0.6182], [0.6562, -1.5915, -1.9464], [0.7870, -0.8750, -1.2523], [0.9646, 0.3175, 0.9324], [2.7588, -1.7663, -0.6362], [2.4479, 1.0946, 0.2922], [1.9959, 0.1491, 0.5963], [-3.0876, 0.1808, 1.1208], [0.0919, -0.1451, -1.2182], [-1.7945, 1.1507, 1.4328], [2.5633, -0.3106, 1.3936], [-1.7706, 0.3925, -0.4852]]
}